A molecular structure, C24H39BBrCl5MnO6SSi in a non-equilibrium geometry, computed with ωB97M-V with the def2-TZVPD basis set.

```
79
Properties=species:S:1:pos:R:3:forces:R:3:mulliken_charge:R:1
Mn 0.92064 -0.44053 -2.39182 -0.387 1.038 -0.486 -0.472
Cl 7.86807 0.55731 -0.86974 -0.093 0.032 -0.073 -0.223
C 6.29371 0.54105 -1.58981 0.064 -0.013 0.012 0.291
C 5.23624 -0.09118 -0.94735 -0.029 -0.005 0.077 -0.233
Cl 5.46164 -0.85813 0.58543 0.029 0.035 -0.066 -0.193
C 3.98853 -0.09928 -1.53884 -0.162 -0.190 0.212 0.342
Cl 2.64048 -0.89629 -0.76369 0.559 -0.152 0.314 0.160
C 3.69713 0.48745 -2.78417 -0.547 0.018 -0.197 0.107
O 2.52513 0.44017 -3.31252 0.547 -0.108 0.348 -0.593
C 4.79225 1.12858 -3.40795 0.207 0.071 -0.032 0.126
Cl 4.48499 1.87285 -4.92999 0.063 0.007 0.020 -0.194
C 6.05207 1.15115 -2.82414 -0.026 0.058 -0.090 0.117
Cl 7.35370 1.95251 -3.63291 -0.049 -0.032 0.015 -0.204
C 0.61399 -1.42851 2.52020 -0.036 -0.218 -0.022 -1.604
C 0.63639 0.08178 2.36382 -0.028 0.114 -0.119 1.819
C -0.35658 0.71484 3.33640 -0.038 0.036 0.007 -1.458
C 2.03999 0.62080 2.60099 0.150 0.100 0.027 -1.323
O 0.27743 0.32393 0.99648 -0.243 0.299 -0.189 0.634
Si -0.37870 1.67977 0.28834 0.142 -0.038 0.415 -0.049
S -0.23925 1.58835 -1.76898 -0.082 -0.288 0.106 -0.782
O 0.45719 2.94761 0.94681 0.002 -0.087 0.134 -0.249
C 0.14315 4.34044 1.02147 -0.077 -0.174 -0.279 1.890
C -0.70410 4.59018 2.26077 -0.092 0.046 0.115 -1.451
C -0.59260 4.79422 -0.23794 -0.051 0.043 -0.030 -1.465
C 1.47562 5.06078 1.13085 0.167 0.063 0.016 -1.866
O -1.90981 1.93399 0.87476 0.049 0.040 -0.098 0.358
C -3.18216 1.37033 0.54755 0.192 -0.027 -0.005 2.211
C -3.04136 -0.11145 0.24221 -0.063 -0.154 0.045 -1.522
C -4.05004 1.58239 1.77678 -0.122 0.000 0.138 -1.878
C -3.76412 2.11252 -0.64672 -0.067 0.032 -0.119 -1.867
H 0.84132 -1.72082 3.54956 0.009 0.017 -0.051 0.459
H 1.34444 -1.89596 1.85145 -0.094 0.056 0.053 0.242
H -0.38059 -1.80447 2.25973 0.113 0.049 0.064 0.237
H -0.06102 0.48925 4.36583 -0.008 -0.009 -0.067 0.566
H -1.36112 0.32096 3.16556 0.040 0.015 0.011 0.183
H -0.39169 1.79903 3.21611 0.017 -0.062 -0.021 0.066
H 2.37996 0.36624 3.61009 -0.009 0.024 -0.051 0.449
H 2.05549 1.70673 2.48030 -0.022 -0.093 0.006 0.082
H 2.73444 0.18481 1.87803 -0.055 0.031 0.093 0.075
H -1.61823 3.99650 2.21189 0.039 0.024 0.002 0.043
H -0.97091 5.64927 2.33679 0.033 -0.059 0.002 0.505
H -0.14843 4.30730 3.15927 -0.025 0.008 -0.031 0.295
H -1.57420 4.31744 -0.30759 0.074 0.033 0.011 0.091
H -0.02145 4.52150 -1.12749 -0.020 0.028 0.054 0.293
H -0.73263 5.87940 -0.22393 -0.003 -0.053 0.018 0.526
H 2.02798 4.69013 1.99790 -0.016 0.025 -0.032 0.344
H 1.32659 6.13866 1.24183 0.011 -0.049 -0.003 0.407
H 2.07546 4.87652 0.23676 -0.034 0.007 0.046 0.400
H -2.57037 -0.63165 1.08346 -0.036 0.044 -0.065 0.114
H -2.42895 -0.26926 -0.64347 0.012 -0.015 -0.029 0.150
H -4.02479 -0.55835 0.06209 0.074 0.018 0.005 0.668
H -3.60565 1.08311 2.64160 -0.034 0.025 -0.040 0.328
H -5.05392 1.17778 1.61561 0.057 0.036 0.010 0.401
H -4.13327 2.64928 1.99896 0.006 -0.043 0.004 0.382
H -3.09224 2.03278 -1.50316 -0.024 -0.006 0.039 0.246
H -3.89962 3.16903 -0.40006 0.010 -0.026 -0.022 0.396
H -4.73668 1.69113 -0.92173 0.061 0.042 0.028 0.471
C -2.86138 -4.15352 -0.68641 -0.144 -0.068 0.082 -1.852
C -1.65504 -3.81598 -1.53712 0.091 0.121 0.077 1.585
C -1.87585 -4.29325 -2.96306 -0.002 -0.024 -0.140 -1.888
O -1.52893 -2.37539 -1.59201 0.049 0.093 0.139 -0.083
B -0.19249 -2.07410 -1.60241 0.005 -0.342 -0.076 0.531
O 0.59203 -3.15210 -1.23923 -0.152 -0.028 -0.091 0.102
C -0.28286 -4.26651 -0.93347 -0.043 0.064 -0.082 1.968
C 0.29525 -5.51242 -1.57520 0.066 -0.138 -0.003 -2.006
C -0.30155 -4.41274 0.57654 -0.022 -0.052 0.153 -1.776
H -3.76182 -3.79248 -1.18800 0.039 -0.023 0.032 0.459
H -2.80799 -3.68191 0.29454 -0.001 -0.019 -0.044 0.294
H -2.95201 -5.23720 -0.55514 0.003 0.086 -0.012 0.339
H -2.74572 -3.77182 -3.36775 0.040 -0.047 0.018 0.478
H -2.05948 -5.37081 -2.99538 0.009 0.064 -0.015 0.367
H -1.02511 -4.04758 -3.60013 -0.047 -0.005 0.033 0.249
H 0.53225 -5.34194 -2.62454 -0.028 0.002 0.043 0.348
H -0.40651 -6.34934 -1.50316 0.046 0.056 0.020 0.356
H 1.21457 -5.79382 -1.05825 -0.009 0.010 -0.026 0.462
H -0.75588 -3.54678 1.05778 0.040 -0.036 -0.061 -0.032
H 0.72799 -4.49426 0.93081 -0.043 -0.010 -0.008 0.538
H -0.84734 -5.31024 0.87922 0.014 0.039 0.002 0.363
Br -0.02167 -1.31984 -4.39931 -0.070 -0.351 -0.271 -0.650
```
Forces are in eV/Å.

Properties
* energy above the lowest of the compared OMol25 structures with the same formula, charge and spin: 0.0 kJ/mol
* spin multiplicity: 5
* HOMO-LUMO gap (alpha / beta): 0.28020 / 0.28666 Ha
* total charge: -1
* LUMO (alpha / beta): 0.083 / 0.087 Ha
* electronic energy: -221183.3435 eV